23
Properties=species:S:1:pos:R:3 method="wB97M-V/def2-TZVPD" gap_ev="4.0671 / 11.6118" de_lowest_kcal_mol=22.0 energy_ha=-367.0762 spin_multiplicity=2 charge=0
C 0.470 0.155 -1.788
C -0.471 0.589 -0.650
C -1.935 0.673 -1.060
C -2.271 1.110 -2.506
N 1.978 0.047 -1.473
H 0.515 1.103 -2.337
H 0.218 -0.637 -2.511
H -0.088 1.690 -0.407
H -0.353 0.134 0.346
H -2.534 1.321 -0.411
H -2.231 -0.358 -0.945
H -2.071 0.271 -3.198
H -3.355 1.164 -2.515
H -1.906 2.123 -2.606
H 2.123 -0.562 -0.640
H 2.479 -0.249 -2.342
H 2.401 0.951 -1.149
H 0.824 -1.239 6.302
H 0.112 -2.402 7.024
O 0.893 -1.841 7.048
H 1.314 -1.988 1.843
H 2.405 -1.020 2.139
O 1.483 -1.037 1.834